Below is a structure of composition C5H6O in a non-equilibrium geometry, with properties calculated with ωB97M-V/def2-TZVPD.

Summary:
LUMO: 1.13 eV
Energy relative to the best compared isomer or geometry (same formula, charge and spin): 74.7 kcal/mol
2S+1: 1
Orbital gap: 10.51 eV

Cartesian coordinates (Å):
O 1.14493 0.88241 -0.78058
C -0.96873 -0.18702 -0.23216
C 0.92478 0.24548 0.51083
H -0.10096 -0.38012 -2.28970
C -0.49399 0.66734 0.92015
C 0.36144 -1.02248 -0.16624
H 1.72542 0.27909 1.25325
H 0.79862 -2.01637 -0.23668
H -0.78186 0.22031 1.87433
C 0.13233 -0.07855 -1.26187
H -0.72166 1.73713 0.89591
H -2.02032 -0.34722 -0.48723

=====

Below is the molecule C5H6O, with properties calculated with ωB97M-V/def2-TZVPD.

Summary:
LUMO: 0.38 eV
Energy relative to the best compared isomer or geometry (same formula, charge and spin): 46.1 kcal/mol
2S+1: 1
Orbital gap: 10.61 eV

Cartesian coordinates (Å):
H -1.78386 1.02686 -0.91686
C 0.52162 -0.45926 -0.48877
O 2.43536 1.68750 1.16637
H -0.91664 -1.67514 0.29209
H -1.15504 -1.37418 -1.42544
C -1.77125 0.27912 -0.11598
H 3.51965 0.02403 0.73780
H -1.38660 0.76243 0.78831
C 1.58101 0.05552 -0.22800
C -0.86438 -0.90205 -0.48394
C 2.61260 0.63670 0.59478
H -2.79248 -0.06152 0.07965

=====

Below is the molecule C5H6O, with properties calculated with ωB97M-V/def2-TZVPD.

Summary:
LUMO: 0.03 eV
Energy relative to the best compared isomer or geometry (same formula, charge and spin): 100.5 kcal/mol
2S+1: 1
Orbital gap: 8.67 eV

Cartesian coordinates (Å):
C 1.12641 0.12881 -0.07794
H 1.25582 0.32470 -2.22630
H 0.99126 -1.32903 -1.64051
O -0.31859 0.15079 -0.02876
C 1.51414 -0.38949 -1.44182
H 1.43168 -0.56676 0.71198
H 1.51273 1.12456 0.16213
C -3.13709 0.05463 1.72730
H -3.97732 -0.33334 2.26115
C -0.82131 0.92123 0.89848
C -2.16532 0.49562 1.16193
H 2.58758 -0.58172 -1.50764

=====

Below is the molecule C5H6O in a non-equilibrium geometry, with properties calculated with ωB97M-V/def2-TZVPD.

Summary:
LUMO: 0.91 eV
Energy relative to the best compared isomer or geometry (same formula, charge and spin): 72.5 kcal/mol
2S+1: 1
Orbital gap: 9.72 eV

Cartesian coordinates (Å):
H -0.13146 -0.61705 1.79179
H 1.61628 0.99688 1.03173
H 0.68920 1.27049 -0.53015
O 1.08407 -1.18917 -1.50016
C 0.96026 0.59251 0.28136
C -0.21599 -0.19045 0.78722
C -2.58212 0.70531 0.02281
H -3.49946 0.95615 -0.46001
C -1.53107 0.28069 0.43593
H 1.10023 -0.43504 -2.10512
C 0.98861 -0.80818 -0.16428
H 1.52146 -1.56213 0.40889

=====

Below is the molecule C5H6O in a non-equilibrium geometry, with properties calculated with ωB97M-V/def2-TZVPD.

Summary:
LUMO: 0.36 eV
Energy relative to the best compared isomer or geometry (same formula, charge and spin): 50.7 kcal/mol
2S+1: 1
Orbital gap: 10.78 eV

Cartesian coordinates (Å):
C -0.77325 -0.44611 -0.20940
H -3.24526 0.68746 2.36447
C 1.64951 -0.16117 -0.97162
H 2.12860 -1.19195 -0.69312
H 1.27972 -0.16281 -2.04800
H 0.87797 0.07280 1.10922
C -2.47486 0.40427 1.73160
O -1.11287 -1.09639 -1.19571
H 0.37711 1.25449 -0.02725
C 0.57685 0.17555 0.01902
H 2.51555 0.61079 -0.94840
C -1.79906 -0.14693 0.86918

=====

Below is the molecule C5H6O, with properties calculated with ωB97M-V/def2-TZVPD.

Summary:
LUMO (spin up / spin down): -1.09 / -1.08 eV
Energy relative to the best compared isomer or geometry (same formula, charge and spin): 120.0 kcal/mol
2S+1: 1
Orbital gap (spin up / spin down): 7.41 / 7.41 eV

Cartesian coordinates (Å):
H 1.98346 -1.74682 -0.24127
H -0.33121 -1.45350 -0.65625
H -0.21209 1.22086 0.91867
C -0.65226 0.45762 0.28283
H 3.33147 -0.05448 0.76955
H -2.05136 0.23277 -1.43909
C -1.85937 0.76564 -0.50670
H -2.28055 1.76841 -0.44643
O -1.95423 -0.00199 0.66806
C 1.54498 -0.79783 0.07944
C 2.26934 0.26535 0.71636
C 0.21180 -0.65602 -0.14515

=====

Below is the molecule C5H6O, with properties calculated with ωB97M-V/def2-TZVPD.

Summary:
LUMO: 0.82 eV
Energy relative to the best compared isomer or geometry (same formula, charge and spin): 50.0 kcal/mol
2S+1: 1
Orbital gap: 10.60 eV

Cartesian coordinates (Å):
C -0.13891 -0.04992 0.54395
H -0.06816 -0.01136 1.63834
H -2.30156 -0.01582 0.16020
H 2.03308 -0.54772 0.49173
C 0.94565 2.07396 -0.55108
H -1.65379 -1.56340 0.73082
C 0.23206 1.26399 -0.00968
H -1.34338 -1.04628 -0.93400
C -1.44782 -0.69525 0.09512
C 1.08735 -0.76682 -0.04258
H 1.59087 2.75527 -1.05666
O 1.06463 -1.39663 -1.06616

=====

Below is a structure of composition C5H6O, with properties calculated with ωB97M-V/def2-TZVPD.

Summary:
LUMO: 0.84 eV
Energy relative to the best compared isomer or geometry (same formula, charge and spin): 147.5 kcal/mol
2S+1: 1
Orbital gap: 10.19 eV

Cartesian coordinates (Å):
O 0.00690 0.54723 -1.26877
H 1.48848 -1.80329 0.74141
C 1.05367 -1.47914 -0.20922
H 0.10889 -2.00629 -0.36357
C -1.56339 1.44979 0.83786
H -0.29684 1.70118 0.60688
H 1.74714 -1.74927 -1.01186
C 0.83245 0.00544 -0.19229
H -1.91800 2.45354 1.04720
H 1.70279 0.62784 0.01708
C -1.86224 0.21020 0.46564
C -0.50173 0.55783 0.00725

=====

Below is the molecule C5H6O, with properties calculated with ωB97M-V/def2-TZVPD.

Summary:
LUMO: 0.87 eV
Energy relative to the best compared isomer or geometry (same formula, charge and spin): 37.6 kcal/mol
2S+1: 1
Orbital gap: 10.53 eV

Cartesian coordinates (Å):
C 0.66400 -1.10656 0.98025
C -1.25854 2.12387 -0.73753
C -0.58959 0.98074 -0.11285
H -2.19697 2.35845 -0.22533
C -0.03829 0.04319 0.40716
C 1.21755 -2.03945 -0.08923
H -0.62330 3.01466 -0.70471
H 1.49405 -0.80226 1.62645
O 2.18849 -2.73161 0.08179
H -1.49059 1.91498 -1.78662
H -0.01909 -1.70113 1.60422
H 0.65229 -2.05487 -1.04360

=====

Below is a structure of composition C5H6O, with properties calculated with ωB97M-V/def2-TZVPD.

Summary:
LUMO: 0.80 eV
Energy relative to the best compared isomer or geometry (same formula, charge and spin): 100.5 kcal/mol
2S+1: 1
Orbital gap: 9.60 eV

Cartesian coordinates (Å):
C -0.41874 0.53706 -0.49066
C 0.88005 0.89444 0.26175
H -1.27328 1.19761 -0.60685
H 0.79622 1.81142 0.85321
H -1.23545 -1.38343 -1.50748
C -0.57402 -0.74682 0.34331
O 1.19792 -0.78098 2.11632
C 0.66068 -0.35675 1.13025
H -0.05885 0.11723 -1.54154
H -1.51953 -1.00597 0.81890
C -0.24925 -1.19974 -1.04016
H 1.79427 0.91594 -0.33705

=====

Below is the molecule C5H6O in a non-equilibrium geometry, with properties calculated with ωB97M-V/def2-TZVPD.

Summary:
LUMO: 0.94 eV
Energy relative to the best compared isomer or geometry (same formula, charge and spin): 81.0 kcal/mol
2S+1: 1
Orbital gap: 11.10 eV

Cartesian coordinates (Å):
O -0.00601 -1.70845 -1.20245
H 2.10120 -0.23288 0.50357
C 1.21228 0.24607 0.09681
H -0.15869 -1.31722 0.84546
C -0.43233 1.42362 1.57095
H -0.71029 0.14983 -1.87962
H -1.94662 -0.87873 -1.01746
C 0.04661 -0.74346 -0.05539
C -0.89945 -0.63897 -1.15135
H -1.27267 1.76699 2.10018
H 1.43836 0.73693 -0.84966
C 0.62760 1.19630 1.03897

=====

Below is the molecule C5H6O, with properties calculated with ωB97M-V/def2-TZVPD.

Summary:
LUMO: -0.23 eV
Energy relative to the best compared isomer or geometry (same formula, charge and spin): 92.8 kcal/mol
2S+1: 1
Orbital gap: 9.99 eV

Cartesian coordinates (Å):
H -0.61871 0.02214 1.85148
H -0.09418 1.57030 0.03243
H -1.44105 -0.52128 -2.55402
H 0.94639 0.74998 2.26942
C -1.17434 -0.65152 -1.50259
H 0.87858 -0.89070 1.60251
O -1.97443 -0.75174 -0.61023
C 0.56781 0.70561 0.14896
C 0.42937 0.10502 1.55242
C 0.36449 -0.24682 -0.95949
H 1.59068 1.06375 -0.00662
C 0.52537 -1.15474 -1.82425

=====

Below is the molecule C5H6O, with properties calculated with ωB97M-V/def2-TZVPD.

Summary:
LUMO (spin up / spin down): 0.04 / 0.04 eV
Energy relative to the best compared isomer or geometry (same formula, charge and spin): 137.1 kcal/mol
2S+1: 1
Orbital gap (spin up / spin down): 8.21 / 8.21 eV

Cartesian coordinates (Å):
C -0.17936 1.05541 0.49334
C 0.53968 0.73693 -0.78977
C -0.21402 -1.26321 0.26090
O -0.42219 0.15648 -1.62009
H 0.14334 -2.12688 -0.31935
H -0.70471 -1.60972 1.17774
H 1.32072 1.31755 -1.28177
H -0.19184 1.93643 1.14466
H -1.54530 0.53842 0.10633
H 1.72107 -0.17585 0.96381
C -1.21801 -0.42818 -0.60056
C 0.75061 -0.13740 0.46475

=====

Below is the molecule C5H6O in a non-equilibrium geometry, with properties calculated with ωB97M-V/def2-TZVPD.

Summary:
LUMO: 0.38 eV
Energy relative to the best compared isomer or geometry (same formula, charge and spin): 113.8 kcal/mol
2S+1: 1
Orbital gap: 9.86 eV

Cartesian coordinates (Å):
H 1.67166 -0.03025 0.93929
H 0.33375 -1.92407 0.37309
C -0.77699 -0.04683 0.91632
H 0.63642 1.81015 1.31979
C 0.64819 1.37091 -2.13591
O -1.67940 0.47651 1.67726
C 0.65232 0.72583 0.58242
C -0.69409 -1.53344 0.38824
H 0.67138 1.88509 -3.26202
H -0.79388 -1.51258 -0.79411
H -1.41542 -2.24620 0.84510
C 0.74607 1.02487 -0.84945

=====

Below is a structure of composition C5H6O in a non-equilibrium geometry, with properties calculated with ωB97M-V/def2-TZVPD.

Summary:
LUMO: 1.14 eV
Energy relative to the best compared isomer or geometry (same formula, charge and spin): 114.9 kcal/mol
2S+1: 1
Orbital gap: 10.22 eV

Cartesian coordinates (Å):
O -0.65366 -0.95936 -0.86523
C -0.83964 -0.62837 0.42748
C 0.67566 -0.15523 -0.85569
H -1.49411 -1.31750 0.83123
C -0.97994 0.98402 0.18512
H 1.09014 -0.69321 -1.82037
H 1.35327 -1.59971 0.78735
H -1.59573 1.65837 0.81606
C 0.77988 -0.59951 0.54911
H 1.08787 -0.00044 1.48287
H 0.66313 2.01667 -0.88278
C -0.08686 1.29425 -0.65514

=====

Below is the molecule C5H6O, with properties calculated with ωB97M-V/def2-TZVPD.

Summary:
LUMO: -0.04 eV
Energy relative to the best compared isomer or geometry (same formula, charge and spin): 113.0 kcal/mol
2S+1: 1
Orbital gap: 8.16 eV

Cartesian coordinates (Å):
H 0.56621 0.90946 3.23686
C 0.63189 -0.24541 -1.12910
H -1.05183 -0.06851 -3.64318
C 0.15127 -0.02898 2.85663
H -0.51563 -1.32088 -2.46037
H 0.70351 -0.86419 3.29555
C 0.55023 0.10333 0.23305
C -0.98469 -0.34130 -2.59474
H -1.95871 -0.32371 -2.09687
H -0.89786 -0.08541 3.15985
O -0.17378 0.55602 -1.83915
C 0.30756 -0.00055 1.41712

=====

Below is a structure of composition C5H6O, with properties calculated with ωB97M-V/def2-TZVPD.

Summary:
LUMO: 0.88 eV
Energy relative to the best compared isomer or geometry (same formula, charge and spin): 101.3 kcal/mol
2S+1: 1
Orbital gap: 9.70 eV

Cartesian coordinates (Å):
H -0.57883 -0.79922 -1.53964
C -0.88232 -0.27297 -0.41488
C 0.40978 0.06693 -1.57840
O -0.97319 -1.35468 1.80004
H 1.73190 -0.16999 0.85480
H 0.72879 0.95071 1.82340
C 0.14448 0.85152 -0.36685
H -0.20330 1.87797 -0.41096
C 0.74337 0.28524 0.95647
H -1.92082 -0.08818 -0.68239
H 1.22491 -0.64686 -1.39792
C -0.42477 -0.70047 0.95633

=====

Below is a structure of composition C5H6O in a non-equilibrium geometry, with properties calculated with ωB97M-V/def2-TZVPD.

Summary:
LUMO: 0.78 eV
Energy relative to the best compared isomer or geometry (same formula, charge and spin): 79.9 kcal/mol
2S+1: 1
Orbital gap: 9.99 eV

Cartesian coordinates (Å):
C -0.10772 0.46871 -0.73388
H 1.09808 -0.25799 2.17211
H 1.96753 -0.44959 -0.53854
C 0.65688 -0.08296 1.20408
H -0.24424 1.37768 -1.34926
H -0.84190 -1.56663 -0.84519
H 1.80135 1.24965 -0.04341
C 1.28289 0.28464 -0.10486
H -1.52061 -0.34535 1.42642
C -1.15634 -0.51874 -0.95209
O -2.31278 -0.15389 -1.11439
C -0.62313 -0.00554 0.87901

=====

Below is the molecule C5H6O, with properties calculated with ωB97M-V/def2-TZVPD.

Summary:
LUMO: 0.93 eV
Energy relative to the best compared isomer or geometry (same formula, charge and spin): 38.7 kcal/mol
2S+1: 1
Orbital gap: 10.58 eV

Cartesian coordinates (Å):
C -1.46221 0.90766 -0.10364
H -1.30360 1.46533 -1.03118
C 0.50304 -0.66192 -0.83807
C 2.18502 -0.12113 1.14128
H 0.62072 -1.72441 -1.07205
H -2.52974 0.80904 0.10366
C 1.51138 -0.30065 0.16007
H -1.00662 1.47937 0.71366
H 0.57771 -0.08393 -1.76625
O -1.34466 -1.39931 0.47108
C -0.84764 -0.47486 -0.12720
H 2.76218 -0.01414 2.03121

=====

Below is a structure of composition C5H6O in a non-equilibrium geometry, with properties calculated with ωB97M-V/def2-TZVPD.

Summary:
LUMO: 0.57 eV
Energy relative to the best compared isomer or geometry (same formula, charge and spin): 109.3 kcal/mol
2S+1: 1
Orbital gap: 9.87 eV

Cartesian coordinates (Å):
C -0.12470 -0.67193 -0.00762
H -0.48741 1.73385 2.22699
C 0.01355 0.20991 0.82051
C 0.31332 -0.10776 -1.85915
H 1.25566 1.49270 1.94798
H -1.75594 -1.02892 -1.45783
C -0.68229 -1.05892 -1.31726
H -0.34668 -1.96750 -1.76906
H -0.23495 1.04392 -1.86841
O 1.39767 -0.88866 -1.95957
C 0.28907 0.99078 2.01941
H 0.33096 0.29167 2.86057